{
  "formula": "C14H25FN3O3S",
  "method": "the ωB97M-V functional and the def2-TZVPD basis",
  "orbital_gap_ev": 6.441,
  "lumo_ev": -5.455,
  "charge": 1,
  "symbols": ["N", "C", "C", "C", "C", "C", "C", "S", "C", "C", "O", "N", "C", "O", "F", "N", "C", "C", "C", "C", "C", "O", "H", "H", "H", "H", "H", "H", "H", "H", "H", "H", "H", "H", "H", "H", "H", "H", "H", "H", "H", "H", "H", "H", "H", "H", "H"],
  "xyz": [[-3.48648, -2.08741, -1.28966], [-2.14909, -2.61469, -0.94401], [-1.86993, -2.36225, 0.52545], [-1.29086, -0.97188, 0.79694], [-0.59331, -0.91347, 2.16183], [0.94834, -1.01153, 2.21528], [1.74777, -1.06787, 0.93020], [1.41171, -2.48761, -0.18193], [1.53185, -1.51706, -1.54440], [1.27908, -1.98961, -2.96132], [0.78624, -3.08021, -3.14371], [1.59083, -1.10662, -4.04392], [0.46368, -0.37239, -4.45517], [-0.62629, -0.80909, -4.73544], [0.75490, 0.92819, -4.46587], [1.81042, -0.28090, -1.31683], [1.97861, 0.21314, 0.06918], [1.04449, 1.39897, 0.19545], [1.07152, 2.11076, 1.54853], [0.63763, 3.56949, 1.40335], [-0.85783, 3.71330, 1.59727], [-1.14604, 3.93447, 2.97034], [-3.67668, -2.32621, -2.25379], [-3.42071, -1.08236, -1.25860], [-2.06895, -3.65554, -1.20480], [-1.39923, -2.07835, -1.52934], [-2.76988, -2.51503, 1.09693], [-1.16325, -3.10550, 0.87323], [-0.66721, -0.71793, -0.04625], [-2.13264, -0.29932, 0.81811], [-0.91076, -0.02041, 2.67160], [-0.99527, -1.71537, 2.75405], [1.33631, -0.18954, 2.78910], [1.21505, -1.89076, 2.77669], [2.74151, -1.31749, 1.26585], [2.32838, -0.44160, -3.83148], [1.88697, 0.43758, -2.01827], [3.00033, 0.50616, 0.23096], [1.39199, 2.12755, -0.52935], [0.03920, 1.16316, -0.09978], [0.31604, 1.64740, 2.16298], [2.03748, 2.03073, 2.02015], [0.89199, 3.96889, 0.43029], [1.13794, 4.15243, 2.15691], [-1.25201, 4.52173, 1.00144], [-1.37701, 2.80506, 1.31328], [-1.52684, 4.79899, 3.07852]],
  "atomic_forces_ev_per_a": [[0.5, -0.6, 0.0], [-0.7, 1.0, 0.1], [0.6, -0.2, -0.3], [-0.6, -0.9, 0.5], [0.2, 0.3, -0.5], [-1.0, -0.3, -0.4], [1.0, 0.3, 0.3], [-0.4, -0.3, -0.3], [0.2, -0.1, -0.1], [-0.7, -2.6, -1.0], [0.7, 1.8, 0.5], [-0.2, 0.8, 1.1], [-2.9, -1.5, -1.1], [2.6, 1.1, 0.8], [0.2, 0.2, -0.2], [0.8, 1.2, 0.3], [-1.5, -1.1, -0.2], [0.7, 0.6, 0.4], [-0.6, 0.2, -0.6], [-0.1, -0.4, -0.1], [0.0, 0.4, 0.6], [0.1, -0.5, 0.1], [-0.2, 0.0, -0.1], [-0.3, 0.3, 0.0], [-0.2, -0.5, 0.0], [0.5, -0.1, -0.2], [-0.4, -0.1, 0.2], [0.3, -0.3, 0.2], [0.3, 0.3, -0.2], [-0.2, 0.6, -0.2], [0.0, 0.5, 0.2], [-0.2, -0.4, 0.3], [0.3, 0.4, 0.2], [0.2, -0.4, 0.2], [0.4, -0.2, 0.2], [0.3, -0.3, -0.1], [-0.2, -0.1, -0.5], [0.5, 0.3, -0.2], [0.2, 0.2, -0.4], [-0.5, -0.3, 0.0], [0.1, -0.3, 0.6], [0.4, -0.1, 0.2], [0.3, 0.1, -0.3], [0.1, 0.4, 0.2], [-0.1, 0.3, -0.3], [-0.2, -0.3, -0.3], [-0.2, 0.4, 0.1]],
  "mulliken_charge": [-0.6984, -0.2180, -1.2250, -0.2524, -0.9490, -1.2861, 0.0125, -0.0459, 0.7833, 0.1710, -0.3647, -0.3197, 0.5856, -0.4150, -0.2157, -0.1745, -0.8568, -0.5875, -0.6631, -0.8335, -0.5756, -0.5248, 0.2647, 0.2382, 0.3989, -0.0265, 0.4874, 0.4620, 0.0518, 0.4304, 0.4989, 0.5187, 0.3790, 0.5563, 0.8992, 0.3491, 0.3315, 0.5183, 0.8105, 0.2200, -0.0489, 0.5679, 0.4144, 0.3680, 0.4269, 0.2118, 0.3252]
}

{
  "formula": "C14H25N3",
  "method": "the ωB97M-V functional and the def2-TZVPD basis",
  "relative_energy_kj_mol": 405.0,
  "orbital_gap_ev": 9.446,
  "lumo_ev": 0.941,
  "smiles": "C=C=CCNCCCNCCCNCC=C=C",
  "symbols": ["C", "C", "C", "C", "N", "C", "C", "C", "N", "C", "C", "C", "N", "C", "C", "C", "C", "H", "H", "H", "H", "H", "H", "H", "H", "H", "H", "H", "H", "H", "H", "H", "H", "H", "H", "H", "H", "H", "H", "H", "H", "H"],
  "xyz": [[4.01532, -2.98646, -0.23439], [2.69794, -2.92742, -0.04041], [1.48768, -2.64635, 0.29095], [1.18285, -1.45141, 1.18125], [2.12558, -0.33855, 0.95507], [2.21107, -0.07659, -0.48632], [2.59365, 1.37457, -0.79046], [1.68128, 2.41890, -0.14829], [0.37081, 2.42560, -0.77774], [-0.61604, 3.10529, 0.13633], [-1.12205, 2.12779, 1.22469], [-2.07822, 1.01964, 0.66218], [-1.28695, 0.13618, -0.23273], [-2.08507, -0.66034, -1.18651], [-2.85247, -1.63141, -0.36915], [-4.14022, -1.76418, -0.23576], [-5.43030, -2.00600, -0.00356], [4.65382, -3.65398, 0.25131], [4.43670, -2.43104, -1.06158], [0.58377, -3.24490, -0.01124], [0.13916, -1.18636, 0.94243], [1.25509, -1.81636, 2.24854], [3.04961, -0.75917, 1.20131], [3.05338, -0.65720, -0.95515], [1.27755, -0.32877, -0.99773], [3.62382, 1.50447, -0.38506], [2.72720, 1.58529, -1.85371], [1.56866, 2.25883, 0.88921], [2.19368, 3.39695, -0.16528], [0.42762, 3.00430, -1.60003], [-0.16882, 4.04814, 0.52743], [-1.52767, 3.41092, -0.37842], [-0.32564, 1.60570, 1.72057], [-1.63281, 2.70538, 2.01775], [-2.36195, 0.38611, 1.45326], [-2.94842, 1.47802, 0.16760], [-0.63022, 0.72513, -0.74586], [-2.82322, -0.04675, -1.82212], [-1.30693, -1.19128, -1.86693], [-2.25979, -2.39876, 0.12424], [-5.87397, -2.85541, -0.56788], [-5.88553, -1.65852, 0.92217]],
  "atomic_forces_ev_per_a": [[-2.5, 0.8, -1.1], [2.4, -0.5, 0.0], [-1.8, -0.8, 0.1], [0.1, -0.6, 0.8], [0.4, -1.1, 0.1], [1.1, 0.5, -1.2], [0.8, 0.4, 1.2], [1.0, 0.3, -1.1], [-1.0, 1.1, 0.7], [0.2, -0.5, 0.2], [-0.9, 0.1, -0.3], [1.8, 0.8, -1.0], [-0.5, 0.6, -0.8], [0.6, 0.8, -0.8], [-0.3, -1.1, -0.4], [-1.6, -0.2, 0.4], [1.8, -0.9, -0.3], [0.8, -0.8, 1.0], [0.1, 0.0, -0.2], [1.2, 0.5, 0.0], [0.6, 0.4, 0.3], [-0.2, 0.7, -0.9], [-0.8, 0.8, 0.0], [-1.1, 0.2, 0.3], [0.1, -0.1, 0.2], [-0.5, 0.1, 0.0], [-0.3, -0.3, -0.1], [-0.2, -0.7, 1.1], [-0.2, 0.1, -0.4], [0.0, 0.0, -0.4], [-0.2, -0.6, 0.2], [0.2, 0.0, -0.6], [0.7, -0.2, 0.2], [0.0, -0.2, -0.4], [-0.9, -0.4, 1.2], [0.0, -0.1, 0.0], [-0.1, -0.1, 0.0], [1.1, -0.7, 0.7], [-1.5, 0.8, 0.9], [0.1, 0.1, 0.2], [0.0, 1.0, 0.3], [-0.1, 0.1, -0.4]],
  "mulliken_charge": [-1.0233, 0.2174, -0.1823, -0.0800, -0.3163, 0.0829, -1.1771, -0.8689, -0.3565, -0.8234, -0.5814, -0.8922, 0.0935, -0.4189, -0.1488, 0.1006, -0.9096, 0.2934, 0.2748, 0.2985, -0.1633, 0.3729, 0.3807, -0.0490, 0.1825, 0.4416, 0.3475, 0.4398, 0.3759, 0.2290, 0.3933, 0.4101, 0.2576, 0.4059, 0.4239, 0.3589, 0.1576, 0.3417, 0.3326, 0.2737, 0.2410, 0.2634]
}

{
  "formula": "C14H25N3NaO3",
  "method": "the ωB97M-V functional and the def2-TZVPD basis",
  "orbital_gap_ev": 7.058,
  "lumo_ev": -3.295,
  "charge": 1,
  "symbols": ["C", "C", "H", "H", "C", "C", "H", "H", "C", "H", "H", "H", "C", "H", "H", "H", "Na", "O", "C", "O", "C", "O", "N", "C", "C", "H", "H", "H", "H", "C", "C", "H", "H", "H", "N", "C", "C", "N", "H", "H", "H", "H", "H", "H", "H", "H"],
  "xyz": [[1.92140, 3.50488, 2.72104], [3.26379, 3.37482, 2.86671], [1.39024, 4.25651, 3.30215], [1.38076, 2.89010, 2.02862], [4.00236, 2.38911, 2.10321], [3.37172, 1.52657, 1.25682], [2.28907, 1.47272, 1.15525], [3.97881, 0.81619, 0.69408], [3.97983, 4.28514, 3.84444], [3.24412, 4.96518, 4.29079], [4.75696, 4.89378, 3.36014], [4.45399, 3.72140, 4.66111], [5.51101, 2.32911, 2.26051], [5.81850, 2.17551, 3.30602], [6.00076, 3.25129, 1.91232], [5.90435, 1.49914, 1.66316], [-2.82239, -2.29627, -0.84681], [-1.48110, -0.54445, -0.43832], [-0.68276, 0.16537, -1.07051], [-1.79742, -1.96924, -2.75672], [-1.09614, -1.05560, -3.18605], [-0.77419, -0.93415, -4.47852], [-0.49817, -0.01110, -2.45364], [0.01861, 0.27296, -4.67703], [0.21737, 0.91318, -3.33117], [-0.54083, 0.92261, -5.35475], [0.96335, -0.03265, -5.13432], [-0.23045, 1.91171, -3.28961], [1.27395, 0.97898, -3.06062], [0.09198, 1.23047, -0.44969], [-0.21846, 1.62160, 0.80564], [0.88337, 1.71054, -1.02912], [-0.86894, 1.00012, 1.42218], [0.09151, 2.59358, 1.16297], [-5.16175, -3.11109, -0.82041], [-5.34105, -4.38657, -0.06770], [-4.17311, -5.32286, -0.28535], [-2.87407, -4.62207, -0.06741], [-5.89381, -2.45614, -0.53328], [-5.36024, -3.30961, -1.80237], [-5.39664, -4.13406, 0.99594], [-6.27213, -4.88786, -0.37307], [-4.26076, -6.17880, 0.40089], [-4.18579, -5.68982, -1.31661], [-2.76838, -4.48445, 0.94001], [-2.10927, -5.24577, -0.33092]],
  "atomic_forces_ev_per_a": [[1.4, 0.5, 0.6], [-1.9, 1.1, 0.7], [0.0, -0.2, -0.2], [0.2, 0.2, 0.3], [0.1, -1.6, -1.4], [1.1, 0.5, 0.8], [0.5, 0.0, 0.0], [-0.3, 0.1, 0.1], [-0.1, 0.0, 0.0], [0.3, -0.1, -0.1], [-0.2, -0.2, 0.1], [-0.1, 0.1, -0.3], [0.0, -0.1, -0.2], [-0.2, 0.1, -0.3], [-0.2, -0.2, 0.1], [0.0, 0.2, 0.2], [-0.2, -0.3, 0.1], [1.1, 1.0, -0.8], [-0.9, -1.7, 0.3], [1.3, 1.6, -1.0], [-0.8, -1.0, 0.5], [0.1, 0.5, 0.7], [-0.5, -0.4, 0.5], [-0.1, -0.5, -1.2], [0.1, 0.3, 0.7], [0.2, -0.2, 0.0], [-0.3, 0.1, 0.0], [0.1, -0.2, 0.1], [-0.1, 0.0, 0.0], [0.2, 0.7, 0.9], [-0.4, -0.3, -1.3], [-0.5, 0.2, 0.2], [-0.1, 0.4, -0.3], [0.1, -0.4, 0.1], [-0.4, -0.2, 0.0], [-0.1, 0.5, -0.1], [0.6, 0.0, 0.0], [-0.1, -0.3, 0.3], [0.2, -0.3, -0.1], [0.1, 0.1, 0.1], [-0.1, 0.0, -0.1], [0.2, 0.0, 0.3], [-0.2, 0.1, -0.3], [0.1, 0.0, 0.1], [0.1, -0.1, -0.2], [-0.2, 0.2, 0.1]],
  "mulliken_charge": [-0.1535, 1.0172, 0.3009, -1.0230, 1.3427, -1.2747, -0.0849, 0.2602, -1.2074, 0.3707, 0.3026, 0.3009, -1.2283, 0.3116, 0.3022, 0.3710, 1.0835, -0.7498, 0.7704, -0.6621, 0.4578, -0.3389, 0.2184, -0.3824, -0.5207, 0.2800, 0.2880, 0.3315, 0.3333, -0.1770, -1.0432, 0.2974, 0.2956, 0.5632, -0.5320, -0.5907, -0.5918, -0.5486, 0.2381, 0.2240, 0.3519, 0.3368, 0.3383, 0.3561, 0.2358, 0.2288]
}

{
  "formula": "C14H25N3O5",
  "method": "the ωB97M-V functional and the def2-TZVPD basis",
  "relative_energy_kj_mol": 483.9,
  "orbital_gap_ev": 10.315,
  "lumo_ev": 0.325,
  "smiles": "O=C(O)OCOO.CCCC#N.CCCC#N.CCCC#N",
  "symbols": ["O", "C", "O", "O", "C", "O", "O", "H", "H", "H", "H", "C", "C", "C", "C", "N", "H", "H", "H", "H", "H", "H", "H", "C", "C", "C", "C", "N", "H", "H", "H", "H", "H", "H", "H", "C", "C", "C", "C", "N", "H", "H", "H", "H", "H", "H", "H"],
  "xyz": [[2.54504, -1.14623, 3.40435], [1.82389, -0.30331, 2.97559], [1.72232, -0.00522, 1.63623], [1.04780, 0.51302, 3.74305], [-0.32553, 0.53890, 3.40380], [-0.84753, -0.72650, 3.76576], [-2.13572, -0.83196, 3.14125], [1.89809, 0.94235, 1.53041], [-0.44853, 0.73162, 2.33554], [-0.78983, 1.34381, 3.97752], [-1.90708, -0.84292, 2.19491], [-2.64255, -2.92621, -1.92915], [-1.75442, -1.85140, -2.54396], [-0.84970, -1.17327, -1.51144], [-1.60054, -0.41515, -0.51417], [-2.17510, 0.14332, 0.30936], [-3.33709, -2.50418, -1.20066], [-3.23084, -3.42388, -2.69946], [-2.04172, -3.68508, -1.42467], [-2.37150, -1.09788, -3.03788], [-1.10947, -2.29094, -3.30386], [-0.15463, -0.49310, -2.00478], [-0.24628, -1.91860, -0.99269], [3.89296, -4.29584, -0.38282], [4.55757, -3.10720, -1.06627], [3.59768, -1.92864, -1.26414], [2.50771, -2.25301, -2.18330], [1.63684, -2.50741, -2.88710], [3.08554, -4.70309, -0.99335], [4.61547, -5.09309, -0.21237], [3.47593, -4.00887, 0.58401], [4.96269, -3.41126, -2.03289], [5.39808, -2.75792, -0.46506], [4.13008, -1.06202, -1.65921], [3.16307, -1.63185, -0.30640], [-3.58600, 4.87536, 0.39079], [-2.32660, 5.64622, 0.01332], [-1.18693, 4.72448, -0.43466], [-0.72577, 3.86203, 0.65127], [-0.36565, 3.18141, 1.50153], [-3.40960, 4.21893, 1.24380], [-4.38994, 5.56084, 0.65690], [-3.93222, 4.25958, -0.44124], [-1.99230, 6.24973, 0.85872], [-2.54415, 6.33632, -0.80341], [-0.33767, 5.30758, -0.79386], [-1.51789, 4.09375, -1.26215]],
  "atomic_forces_ev_per_a": [[-0.4, 0.4, -0.2], [0.1, 0.1, -0.1], [0.5, -0.2, 0.2], [0.1, -0.5, 0.2], [-0.1, 0.5, -0.1], [0.0, -0.1, -0.3], [0.3, 0.1, 0.2], [-0.5, 0.0, 0.0], [-0.1, -0.1, 0.1], [0.2, -0.1, 0.0], [-0.2, 0.0, 0.0], [0.0, 0.0, 0.0], [-0.1, -0.1, 0.0], [0.0, 0.1, -0.3], [0.1, -0.2, 0.2], [0.0, 0.1, -0.1], [0.0, 0.0, 0.0], [0.0, 0.0, 0.0], [0.0, 0.0, 0.0], [0.0, 0.0, 0.0], [0.1, 0.0, 0.0], [0.0, 0.0, 0.0], [0.0, 0.0, 0.1], [0.0, 0.0, 0.0], [0.0, -0.1, 0.1], [0.2, 0.0, 0.0], [-0.1, 0.1, 0.1], [0.0, 0.0, -0.1], [0.0, 0.0, 0.0], [0.0, 0.0, 0.0], [0.0, 0.0, 0.0], [0.0, 0.0, 0.0], [0.0, 0.0, 0.0], [0.0, 0.0, 0.0], [-0.1, 0.0, 0.0], [0.0, 0.0, 0.0], [-0.1, 0.0, 0.0], [-0.1, 0.2, 0.0], [0.0, -0.1, -0.1], [0.1, 0.0, 0.1], [0.0, 0.0, 0.0], [0.0, 0.0, 0.0], [0.0, 0.0, 0.0], [0.0, 0.0, 0.0], [0.0, 0.0, 0.0], [0.0, 0.0, 0.0], [0.0, -0.1, 0.0]],
  "mulliken_charge": [-0.4837, 0.7004, -0.4092, -0.3479, 0.1323, -0.2144, -0.3947, 0.3153, 0.0163, 0.2620, 0.3587, -1.1854, -0.4948, -0.1083, 0.3335, -0.6585, 0.3303, 0.3554, 0.3110, 0.3125, 0.3342, 0.3495, 0.1354, -1.1404, -0.4852, -0.0504, 0.2790, -0.4749, 0.3513, 0.3446, 0.2865, 0.3099, 0.3210, 0.3303, -0.0339, -1.1231, -0.4167, -0.4427, 0.2278, -0.3658, 0.3392, 0.3232, 0.3050, 0.2979, 0.3015, 0.3042, 0.2621]
}